{
  "formula": "C7H14",
  "method": "wB97M-V/def2-TZVPD",
  "symbols": ["C", "C", "C", "C", "C", "C", "C", "H", "H", "H", "H", "H", "H", "H", "H", "H", "H", "H", "H", "H", "H"],
  "xyz": [[2.517, -0.234, -0.179], [1.332, -0.382, -0.763], [0.071, -0.027, -0.072], [0.051, 1.175, 0.873], [-0.337, -1.439, 0.380], [-1.247, -0.640, -0.477], [-2.521, -0.224, 0.219], [2.592, 0.227, 0.804], [3.429, -0.580, -0.641], [1.238, -0.886, -1.722], [0.954, 1.784, 0.785], [-0.031, 0.858, 1.913], [-0.791, 1.850, 0.670], [0.159, -2.296, -0.072], [-0.508, -1.552, 1.440], [-1.364, -0.949, -1.514], [-2.320, 0.033, 1.264], [-3.036, 0.618, -0.249], [-3.194, -1.088, 0.231], [1.828, 1.725, -1.345], [1.179, 2.026, -1.545]],
  "largest_force_ha_per_bohr": 0.01192,
  "e_above_lowest_kcal_mol": 75.60,
  "lumo_energy_ev": 1.1,
  "total_energy_ev": -7483.016
}